Record 1
The following is a DFT calculation (ωB97M-V/def2-TZVPD) of a structure of composition C19H30F9NO2P2Zr at a distorted geometry.

Geometry (Å):
Zr (-0.053, -0.261, -0.033)
P (2.638, -0.217, -0.729)
P (-2.768, 0.003, -0.430)
N (-0.067, 0.856, -1.681)
H (1.261, -3.079, 1.279)
C (3.285, -1.690, -1.590)
H (4.383, -1.679, -1.596)
H (2.912, -1.706, -2.622)
H (2.926, -2.592, -1.079)
C (3.726, -0.147, 0.725)
H (4.773, -0.248, 0.423)
H (3.461, -0.953, 1.415)
H (3.577, 0.801, 1.256)
C (3.324, 1.154, -1.724)
H (4.422, 1.159, -1.670)
H (2.936, 2.106, -1.340)
H (3.006, 1.059, -2.769)
C (-3.707, -1.376, -1.163)
H (-4.788, -1.221, -1.047)
H (-3.413, -2.308, -0.660)
H (-3.455, -1.459, -2.229)
C (-3.534, 0.133, 1.220)
H (-4.625, 0.153, 1.118)
H (-3.192, 1.040, 1.736)
H (-3.243, -0.725, 1.839)
C (-3.402, 1.511, -1.249)
H (-4.481, 1.635, -1.073)
H (-3.206, 1.457, -2.328)
H (-2.866, 2.385, -0.851)
C (-0.057, 1.621, -2.769)
C (-0.012, 1.865, -5.220)
C (-0.045, 1.057, -4.098)
C (-0.044, 3.060, -2.690)
C (-0.012, 3.842, -3.828)
C (0.006, 3.257, -5.098)
H (0.002, 1.406, -6.208)
H (-0.058, -0.030, -4.190)
H (-0.052, 3.512, -1.694)
H (0.001, 4.927, -3.736)
H (0.031, 3.886, -5.989)
C (0.222, -3.257, 0.955)
O (-0.053, -2.244, -0.024)
C (0.144, -4.672, 0.416)
H (-0.026, -5.392, 1.228)
H (1.068, -4.957, -0.088)
H (-0.691, -4.773, -0.277)
C (-0.639, -3.122, 2.192)
H (-1.594, -3.632, 2.035)
H (-0.877, -2.097, 2.467)
H (-0.135, -3.608, 3.038)
F (-2.062, 1.658, 3.630)
C (-1.113, 0.772, 4.026)
F (-0.820, 1.028, 5.327)
F (-1.692, -0.466, 3.955)
C (0.120, 0.820, 3.130)
O (-0.150, 0.465, 1.803)
C (0.619, 2.271, 3.139)
F (0.734, 2.816, 4.371)
F (1.841, 2.343, 2.537)
F (-0.236, 3.032, 2.410)
C (1.172, -0.068, 3.869)
F (2.082, 0.660, 4.567)
F (0.660, -0.982, 4.741)
F (1.839, -0.793, 2.926)

Force components x, y, z for each atom (eV/Å):
-0.123 1.223 -3.816
0.450 0.032 0.286
-0.231 0.026 0.571
0.076 -1.745 2.795
-0.032 -0.076 -0.037
-0.127 -0.195 -0.090
-0.216 -0.004 -0.042
0.070 -0.022 0.247
0.111 0.180 -0.140
0.247 -0.072 0.241
-0.040 0.070 0.133
0.204 0.088 -0.151
0.073 -0.172 -0.122
-0.262 0.145 -0.093
-0.269 -0.082 0.000
0.078 -0.189 -0.121
-0.009 0.058 0.225
-0.007 -0.109 -0.173
0.222 -0.039 -0.076
-0.082 0.261 -0.164
-0.094 -0.033 0.276
-0.305 -0.004 0.182
0.098 0.042 0.178
-0.130 -0.232 -0.259
-0.093 0.140 -0.155
0.165 -0.003 -0.141
0.266 -0.105 -0.037
0.008 0.052 0.266
-0.126 -0.276 -0.136
0.020 0.952 -1.650
0.000 0.259 0.061
0.002 0.271 0.905
0.005 -0.904 0.223
-0.003 -0.105 -0.296
-0.002 0.117 -0.182
-0.007 0.101 0.146
0.000 0.246 0.057
0.001 -0.137 -0.285
-0.001 -0.163 -0.017
-0.004 -0.179 0.238
0.703 0.751 0.041
-0.120 -0.769 0.276
-0.018 -0.238 -0.216
0.127 0.203 -0.084
-0.113 0.000 -0.152
-0.004 0.067 -0.053
-0.515 -0.281 0.219
-0.043 0.002 0.038
0.252 0.112 -0.049
-0.184 0.124 -0.122
0.748 -0.550 0.464
-2.122 -0.492 0.501
-0.345 -0.231 -1.133
0.398 1.141 0.139
-0.226 0.112 -0.686
0.511 0.574 3.344
0.538 1.442 -0.668
-0.178 -0.235 -1.019
-0.863 -0.026 0.355
0.822 -0.386 0.646
1.448 -1.498 0.002
-0.781 -0.716 -0.637
0.386 0.902 -0.874
-0.356 0.575 0.821

Properties
**HOMO energy**: -6.256 eV
**Orbital gap**: 6.87 eV
**LUMO energy**: 0.6 eV
**Electronic energy**: -2575.91240 hartree
**Strongest force on any atom**: 4.01 eV/A



Record 2
The following is a DFT calculation (ωB97M-V/def2-TZVPD) of an isolated molecule of C19H30N4O4S.

Geometry (Å):
C (0.422, 2.633, 5.107)
C (1.272, 2.922, 3.908)
C (1.259, 2.213, 2.684)
C (2.198, 2.786, 1.844)
C (2.808, 2.535, 0.518)
O (3.888, 3.072, 0.278)
N (2.199, 1.719, -0.388)
C (2.930, 1.326, -1.581)
C (3.085, -0.185, -1.705)
C (1.761, -0.935, -1.891)
N (1.002, -1.280, -0.691)
C (1.439, -2.519, -0.064)
C (0.330, -3.163, 0.762)
N (-0.836, -3.459, -0.049)
C (-0.897, -4.589, -0.790)
O (-0.078, -5.490, -0.700)
C (-2.083, -4.707, -1.732)
C (-2.907, -5.973, -1.347)
C (-2.426, -7.130, -2.211)
S (-2.291, -6.364, -3.815)
O (-1.385, -7.059, -4.688)
O (-3.627, -6.049, -4.265)
C (-1.563, -4.856, -3.176)
C (0.822, -0.225, 0.306)
C (0.855, 1.195, -0.250)
N (2.769, 3.812, 2.547)
C (2.226, 3.914, 3.786)
C (2.663, 4.959, 4.754)
H (0.087, 3.549, 5.596)
H (-0.469, 2.074, 4.822)
H (0.957, 2.039, 5.851)
H (0.634, 1.360, 2.479)
H (2.400, 1.707, -2.463)
H (3.899, 1.814, -1.539)
H (3.710, -0.376, -2.581)
H (3.629, -0.577, -0.839)
H (1.119, -0.345, -2.554)
H (1.943, -1.869, -2.421)
H (1.731, -3.230, -0.837)
H (2.314, -2.361, 0.589)
H (0.691, -4.100, 1.182)
H (0.023, -2.521, 1.587)
H (-1.416, -2.686, -0.328)
H (-2.719, -3.826, -1.651)
H (-2.790, -6.196, -0.288)
H (-3.962, -5.790, -1.548)
H (-1.434, -7.472, -1.921)
H (-3.124, -7.960, -2.283)
H (-1.865, -4.047, -3.837)
H (-0.484, -4.988, -3.204)
H (-0.140, -0.376, 0.809)
H (1.596, -0.291, 1.087)
H (0.289, 1.860, 0.394)
H (0.370, 1.228, -1.229)
H (3.541, 4.336, 2.163)
H (2.112, 4.858, 5.688)
H (3.726, 4.872, 4.985)
H (2.486, 5.964, 4.367)

Force components x, y, z for each atom (eV/Å):
0.011 -0.002 0.008
-0.022 0.018 -0.002
0.006 -0.019 -0.106
-0.065 0.003 0.036
0.086 -0.049 0.076
-0.035 0.014 -0.028
0.011 0.030 -0.030
-0.013 0.045 -0.016
0.031 -0.052 0.020
-0.105 0.091 -0.063
0.026 -0.097 -0.020
0.021 0.056 0.083
0.027 0.013 -0.042
-0.019 0.019 0.046
0.016 -0.086 -0.012
-0.005 0.032 -0.008
-0.005 0.038 0.008
-0.031 0.007 -0.021
0.032 0.057 -0.019
-0.021 -0.023 0.001
-0.043 0.035 0.043
0.069 -0.020 0.013
-0.001 -0.035 0.004
-0.001 -0.036 0.000
0.042 -0.024 0.043
0.039 0.018 -0.063
0.006 0.009 0.025
0.006 -0.006 0.004
0.005 0.002 0.001
0.003 -0.001 -0.005
-0.006 0.001 0.006
-0.020 -0.009 -0.026
0.005 -0.009 -0.004
-0.002 0.005 -0.006
0.012 -0.005 0.002
0.001 0.009 -0.010
0.038 -0.007 -0.014
-0.004 -0.023 0.035
-0.016 0.019 -0.031
0.000 -0.028 0.003
0.001 0.001 -0.001
-0.007 0.008 0.019
0.006 0.014 -0.010
-0.011 -0.010 0.003
0.000 -0.007 0.002
-0.003 0.004 0.016
0.007 -0.006 -0.021
-0.004 -0.002 -0.012
0.000 -0.002 -0.006
0.002 -0.024 -0.019
-0.013 0.000 -0.002
-0.017 0.008 0.002
-0.024 0.015 0.078
0.002 0.017 0.004
-0.021 -0.007 0.019
0.000 0.003 0.001
0.000 -0.001 0.002
0.000 0.002 -0.002

Properties
**SMILES string**: Cc1cc(C(=O)N2CCCN(CCNC(=O)[C@@H]3CCS(=O)(=O)C3)CC2)[nH]c1C
**HOMO energy**: -8.218 eV
**Orbital gap**: 8.59 eV
**LUMO energy**: 0.4 eV
**Electronic energy**: -1660.20153 hartree
**Strongest force on any atom**: 0.15 eV/A



Record 3
The following is a DFT calculation (ωB97M-V/def2-TZVPD) of a structure of composition C19H31CdF9OP2 at a distorted geometry.

Geometry (Å):
P (0.671, 4.916, -3.632)
P (3.279, 2.986, -4.161)
C (2.208, 5.614, -4.422)
C (3.053, 4.552, -5.150)
H (2.782, 6.115, -3.620)
H (1.869, 6.387, -5.131)
H (2.582, 4.246, -6.099)
H (4.062, 4.940, -5.366)
C (4.683, 3.582, -3.099)
H (5.001, 2.754, -2.442)
H (4.364, 4.426, -2.461)
H (5.527, 3.894, -3.736)
C (4.202, 1.963, -5.355)
H (5.128, 2.467, -5.667)
H (3.560, 1.783, -6.229)
H (4.440, 1.001, -4.880)
C (0.169, 6.368, -2.639)
H (-0.588, 6.056, -1.907)
H (-0.249, 7.145, -3.296)
H (1.040, 6.767, -2.097)
C (-0.514, 4.958, -5.029)
H (-0.185, 4.262, -5.818)
H (-0.578, 5.983, -5.431)
H (-1.503, 4.640, -4.659)
Cd (-0.869, -1.953, -4.008)
C (2.457, 1.181, -1.778)
C (2.913, 2.173, -0.992)
C (2.203, 3.473, -0.887)
C (0.973, 3.377, 0.048)
C (-0.308, 3.446, -0.704)
C (-0.463, 3.150, -2.015)
C (0.315, 2.119, -2.811)
C (1.011, 0.919, -2.122)
C (-2.180, -0.577, 1.287)
H (3.186, 0.456, -2.187)
H (3.828, 2.052, -0.404)
H (1.844, 3.814, -1.876)
H (2.893, 4.257, -0.554)
H (1.002, 2.438, 0.636)
H (1.063, 4.178, 0.805)
H (-1.197, 3.660, -0.108)
H (-1.430, 3.428, -2.468)
H (1.124, 2.592, -3.422)
H (-0.361, 1.746, -3.612)
H (0.393, 0.503, -1.307)
H (1.026, 0.088, -2.860)
H (-2.998, -1.211, 0.931)
H (-1.888, 0.124, 0.495)
H (-2.466, -0.022, 2.189)
F (1.224, -2.521, 1.623)
C (0.391, -2.816, 2.647)
F (0.647, -4.067, 3.088)
F (0.653, -1.936, 3.651)
C (-1.087, -2.578, 2.184)
O (-0.981, -1.334, 1.542)
C (-1.536, -3.663, 1.166)
F (-1.524, -4.904, 1.719)
F (-2.794, -3.437, 0.704)
F (-0.725, -3.653, 0.068)
C (-2.059, -2.551, 3.449)
F (-1.784, -3.582, 4.288)
F (-1.895, -1.391, 4.130)
F (-3.367, -2.626, 3.090)

Force components x, y, z for each atom (eV/Å):
0.801 0.772 -0.188
0.336 0.782 0.090
-0.315 0.251 -0.319
0.214 -0.187 -0.016
-0.167 -0.274 -0.341
0.398 0.016 0.138
0.107 0.236 0.222
-0.338 0.030 -0.215
0.061 -0.229 0.052
-0.040 0.442 -0.275
0.125 -0.394 -0.315
-0.221 -0.025 0.241
0.244 0.050 -0.228
-0.147 -0.260 -0.080
0.251 -0.049 0.209
-0.001 0.222 -0.222
-0.272 0.354 -0.222
0.168 0.132 -0.163
0.123 0.032 0.336
-0.285 -0.129 -0.151
-0.085 0.266 -0.122
-0.171 0.252 0.274
-0.134 -0.351 -0.066
0.295 0.117 -0.242
-0.023 -0.007 0.006
0.612 -0.491 1.069
0.055 -0.679 -0.572
-0.580 0.150 0.757
0.550 -0.217 0.617
-0.626 -0.195 -0.554
-0.840 -1.250 1.097
0.462 0.111 -1.346
-0.299 0.111 -1.394
0.069 0.207 -0.195
-0.467 -0.142 0.966
0.235 0.171 -0.832
0.318 -0.304 0.323
-0.086 -0.189 0.188
0.162 0.289 -0.149
-0.460 -0.204 -0.346
0.117 0.789 -0.317
0.268 -0.358 0.375
-0.875 -0.560 0.711
0.045 0.039 0.641
0.547 0.350 0.181
-0.089 0.486 0.234
0.195 0.242 0.127
-0.158 -0.159 0.266
-0.029 -0.149 -0.249
-0.498 -0.563 0.950
0.500 0.454 0.174
-0.189 1.066 -0.440
-0.001 -0.895 -0.671
-0.191 0.516 0.041
-0.465 -0.577 0.324
-0.153 -0.702 -0.894
0.032 1.020 -0.528
0.898 -0.185 0.348
-0.680 -0.156 1.271
0.091 0.061 0.272
-0.345 0.871 -0.714
-0.166 -0.979 -0.495
1.114 -0.022 0.361

Properties
**HOMO energy**: -7.069 eV
**Orbital gap**: 7.65 eV
**LUMO energy**: 0.6 eV
**Electronic energy**: -2566.91382 hartree
**Strongest force on any atom**: 1.86 eV/A